# 1
A molecular structure, C36H89FeN17O12 at a distorted geometry, computed with ωB97M-V with the def2-TZVPD basis set.

Structure (ORCA input):
```
! RIJCOSX wB97M-V def2-TZVPD def2/J DEFGRID3
* xyz 0 5
Fe -2.874 -0.837 -3.141
O -0.875 -0.919 -2.347
C -0.943 -0.435 -1.002
C -2.347 -0.522 -0.242
O -3.508 -0.598 -1.133
H -0.610 0.600 -0.913
H -0.310 -0.967 -0.292
H -2.518 0.296 0.457
H -2.300 -1.480 0.276
C 4.014 0.322 -0.211
C 3.648 1.321 -1.411
C 2.439 2.230 -0.902
C 2.286 3.715 -1.479
C 3.624 4.252 -1.375
C 4.695 3.472 -2.187
N 4.767 2.049 -1.723
O 5.868 1.296 -2.372
C 4.649 3.707 -3.722
C 5.986 4.135 -1.623
C 3.163 0.621 -2.662
H 4.397 0.990 0.560
H 4.701 -0.414 -0.628
H 3.121 -0.200 0.132
H 1.451 1.861 -1.179
H 2.283 2.164 0.175
H 1.543 4.342 -0.986
H 1.891 3.667 -2.493
H 3.854 4.250 -0.310
H 3.557 5.224 -1.864
H 3.654 3.769 -4.163
H 4.983 4.673 -4.103
H 5.152 3.018 -4.400
H 6.096 4.095 -0.539
H 6.839 3.711 -2.152
H 5.968 5.168 -1.973
H 2.282 0.076 -2.320
H 3.748 -0.199 -3.077
H 2.743 1.361 -3.342
H 5.392 0.941 -3.127
C 0.318 -4.083 1.084
C 0.803 -4.843 2.345
C 1.929 -5.777 1.843
C 3.328 -5.217 1.797
C 3.711 -4.670 3.186
C 2.735 -3.520 3.603
N 1.307 -3.933 3.365
O 0.450 -2.897 3.592
C 2.840 -3.397 5.076
C 3.173 -2.310 2.862
C -0.389 -5.672 2.924
H 0.997 -4.415 0.298
H 0.358 -2.994 1.080
H -0.724 -4.285 0.837
H 2.030 -6.595 2.556
H 1.872 -6.157 0.823
H 3.436 -4.406 1.077
H 4.029 -6.000 1.509
H 4.748 -4.351 3.293
H 3.609 -5.438 3.953
H 2.164 -2.693 5.560
H 2.612 -4.365 5.523
H 3.817 -2.997 5.347
H 2.720 -2.344 1.871
H 2.864 -1.442 3.443
H 4.254 -2.238 2.742
H -0.661 -6.435 2.195
H -1.290 -5.071 3.045
H -0.075 -6.152 3.851
H 0.090 -3.028 4.472
C 1.748 6.075 4.621
C 1.630 4.859 3.665
C 2.832 3.995 4.036
C 2.592 2.575 3.493
C 1.358 2.020 4.164
C 0.130 2.810 3.726
N 0.384 4.231 4.108
O -0.794 5.067 4.009
C -0.325 2.541 2.239
C -0.979 2.255 4.700
C 1.556 5.387 2.191
H 0.917 6.772 4.515
H 2.606 6.744 4.693
H 1.732 5.690 5.640
H 3.809 4.263 3.634
H 3.153 3.932 5.075
H 3.418 1.986 3.893
H 2.545 2.665 2.407
H 1.379 2.018 5.253
H 1.230 0.969 3.908
H 0.515 2.536 1.544
H -0.711 1.549 2.007
H -1.145 3.096 1.783
H -1.869 2.843 4.478
H -1.012 1.218 4.366
H -0.909 2.497 5.761
H 0.816 4.903 1.554
H 2.521 5.213 1.715
H 1.423 6.458 2.036
H -0.744 5.104 3.051
C 0.736 -0.992 -5.578
O 0.809 -0.828 -6.820
N 0.621 -0.044 -4.705
N 0.792 -2.170 -4.988
H 0.588 0.823 -5.222
H 0.273 -0.109 -3.759
H 0.950 -2.883 -5.685
H 0.577 -2.223 -4.002
C -5.858 -1.597 -4.215
O -4.750 -1.234 -3.785
N -6.978 -1.196 -3.797
N -6.019 -2.395 -5.170
H -6.892 -0.412 -3.167
H -7.658 -1.765 -4.281
H -6.962 -2.611 -5.461
H -5.198 -2.853 -5.538
C -5.667 -4.108 -0.799
O -5.046 -4.607 0.148
N -5.908 -2.884 -0.976
N -6.241 -4.793 -1.749
H -6.371 -2.534 -1.802
H -5.400 -2.179 -0.461
H -7.116 -4.389 -2.049
H -6.162 -5.800 -1.758
C 1.485 -3.758 -2.251
O 2.015 -4.735 -2.549
N 0.224 -3.778 -2.132
N 1.998 -2.536 -2.188
H -0.203 -4.693 -2.175
H -0.356 -2.968 -2.297
H 2.983 -2.312 -2.188
H 1.265 -1.851 -2.072
C -6.564 1.855 -1.016
O -7.626 2.405 -1.034
N -6.439 0.586 -1.247
N -5.392 2.407 -0.823
H -7.271 0.035 -1.089
H -5.547 0.133 -1.112
H -4.565 1.828 -0.809
H -5.386 3.394 -0.612
C -1.722 1.868 -4.178
O -2.558 1.075 -3.855
N -0.937 2.495 -3.422
N -1.426 2.209 -5.433
H -0.100 2.742 -3.931
H -0.930 2.338 -2.425
H -2.043 1.834 -6.139
H -0.629 2.806 -5.599
C -6.188 -0.914 2.426
O -6.933 -1.427 3.220
N -6.379 0.324 1.941
N -5.105 -1.361 1.884
H -7.096 0.805 2.465
H -5.767 0.778 1.278
H -4.492 -0.789 1.322
H -4.803 -2.313 2.035
*
```

The gap between HOMO and LUMO (alpha / beta) comes out at 7.0 / 7.0 eV. As for the expectation value of S²: 6.01. The value obtained for the relative energy (zero: lowest compared OMol25 entry of this formula, charge and spin) is 5.878 eV.

Here are the Mulliken charges for atoms 1 to 99, given in e: atom 1 (Fe): 0.856, atom 2 (O): -0.362, atom 3 (C): 1.324, atom 4 (C): -0.970, atom 5 (O): -0.139, atom 6 (H): -0.922, atom 7 (H): -0.295, atom 8 (H): 0.579, atom 9 (H): 0.409, atom 10 (C): -2.294, atom 11 (C): 2.473, atom 12 (C): 0.534, atom 13 (C): -0.555, atom 14 (C): -1.257, atom 15 (C): 1.704, atom 16 (N): 0.231, atom 17 (O): -0.457, atom 18 (C): -1.791, atom 19 (C): -1.935, atom 20 (C): -1.005, atom 21 (H): 0.383, atom 22 (H): 0.480, atom 23 (H): 0.286, atom 24 (H): -0.687, atom 25 (H): -0.245, atom 26 (H): 0.349, atom 27 (H): -0.092, atom 28 (H): 0.101, atom 29 (H): 0.590, atom 30 (H): 0.278, atom 31 (H): 0.447, atom 32 (H): 0.368, atom 33 (H): 0.318, atom 34 (H): 0.478, atom 35 (H): 0.462, atom 36 (H): -0.714, atom 37 (H): 0.924, atom 38 (H): 0.239, atom 39 (H): 0.406, atom 40 (C): -1.511, atom 41 (C): 2.145, atom 42 (C): -1.642, atom 43 (C): -0.428, atom 44 (C): -1.494, atom 45 (C): 1.841, atom 46 (N): 0.331, atom 47 (O): -0.461, atom 48 (C): -1.911, atom 49 (C): -1.672, atom 50 (C): -1.857, atom 51 (H): 0.102, atom 52 (H): 0.145, atom 53 (H): 0.387, atom 54 (H): 0.453, atom 55 (H): 0.410, atom 56 (H): 0.133, atom 57 (H): 0.500, atom 58 (H): 0.497, atom 59 (H): 0.388, atom 60 (H): 0.404, atom 61 (H): 0.421, atom 62 (H): 0.372, atom 63 (H): 0.214, atom 64 (H): 0.317, atom 65 (H): 0.333, atom 66 (H): 0.389, atom 67 (H): 0.426, atom 68 (H): 0.442, atom 69 (H): 0.342, atom 70 (C): -2.057, atom 71 (C): 2.079, atom 72 (C): -1.741, atom 73 (C): 0.438, atom 74 (C): -1.512, atom 75 (C): 1.561, atom 76 (N): -0.012, atom 77 (O): -0.466, atom 78 (C): -0.945, atom 79 (C): -2.011, atom 80 (C): -1.450, atom 81 (H): 0.396, atom 82 (H): 0.349, atom 83 (H): 0.496, atom 84 (H): 0.480, atom 85 (H): 0.374, atom 86 (H): 0.481, atom 87 (H): -0.536, atom 88 (H): 0.564, atom 89 (H): 0.407, atom 90 (H): -0.109, atom 91 (H): 0.323, atom 92 (H): 0.467, atom 93 (H): 0.429, atom 94 (H): 0.388, atom 95 (H): 0.442, atom 96 (H): 0.288, atom 97 (H): 0.259, atom 98 (H): 0.304, atom 99 (H): 0.457

***

# 2
A molecular structure, C36H90As3F27N7O15 at a distorted geometry, computed with ωB97M-V with the def2-TZVPD basis set.

Structure (ORCA input):
```
! RIJCOSX wB97M-V def2-TZVPD def2/J DEFGRID3
* xyz -1 1
C 3.088 0.724 -5.845
C 1.760 0.956 -5.167
C 0.900 2.022 -5.786
O -0.128 2.445 -4.989
C -0.958 3.409 -5.644
N 1.061 -0.402 -5.191
H 1.711 -1.053 -4.773
H 0.346 -0.342 -4.481
H 0.686 -0.726 -6.071
H 3.601 1.682 -5.922
H 2.956 0.342 -6.857
H 3.640 -0.019 -5.269
H 2.055 1.176 -4.141
H 0.483 1.600 -6.701
H 1.418 2.926 -6.108
H -1.491 3.155 -6.561
H -0.419 4.336 -5.836
H -1.775 3.533 -4.934
C -2.820 1.525 3.320
C -2.219 2.809 2.681
C -0.773 3.057 3.194
O -0.374 4.413 2.759
C 0.881 4.774 3.229
N -2.108 2.711 1.156
H -1.490 3.412 0.772
H -1.895 1.764 0.875
H -2.919 2.957 0.606
H -2.887 1.554 4.407
H -2.165 0.670 3.153
H -3.822 1.239 3.002
H -2.800 3.704 2.903
H -0.047 2.347 2.798
H -0.805 3.142 4.280
H 0.687 5.106 4.249
H 1.381 5.566 2.672
H 1.535 3.904 3.297
C 3.510 2.301 1.477
C 3.459 1.950 -0.028
C 3.805 3.179 -0.954
O 3.800 2.807 -2.333
C 4.127 3.958 -3.154
N 4.471 0.866 -0.285
H 5.379 1.302 -0.211
H 4.488 0.135 0.412
H 4.353 0.457 -1.201
H 4.347 2.940 1.756
H 3.419 1.498 2.209
H 2.642 2.957 1.544
H 2.482 1.552 -0.304
H 4.845 3.355 -0.682
H 3.150 4.016 -0.709
H 3.926 3.695 -4.192
H 5.125 4.331 -2.921
H 3.419 4.735 -2.864
C 2.003 -2.280 8.256
C 2.880 -2.129 6.958
C 4.064 -3.128 6.726
O 3.437 -4.388 6.421
C 4.355 -5.427 6.111
N 1.950 -2.023 5.719
H 1.285 -1.267 5.796
H 2.481 -1.764 4.899
H 1.484 -2.879 5.451
H 1.406 -1.380 8.402
H 2.547 -2.296 9.200
H 1.386 -3.178 8.300
H 3.382 -1.162 6.937
H 4.620 -3.163 7.663
H 4.602 -2.816 5.830
H 4.925 -5.203 5.209
H 3.868 -6.377 5.890
H 5.086 -5.598 6.902
C -5.061 -2.769 -0.580
C -4.320 -3.106 0.739
C -3.102 -3.963 0.538
O -2.411 -4.025 1.746
C -1.202 -4.733 1.654
N -3.840 -1.849 1.563
H -4.599 -1.188 1.647
H -3.410 -1.951 2.471
H -3.179 -1.406 0.941
H -4.506 -2.038 -1.169
H -6.017 -2.295 -0.359
H -5.242 -3.625 -1.230
H -5.013 -3.570 1.441
H -2.442 -3.546 -0.223
H -3.431 -4.982 0.332
H -0.418 -4.353 0.999
H -1.402 -5.710 1.214
H -0.884 -5.002 2.661
C -3.854 1.627 -4.483
C -5.068 1.024 -3.714
C -5.406 -0.438 -4.179
O -6.345 -1.063 -3.322
C -6.940 -2.225 -3.863
N -4.831 1.044 -2.258
H -4.836 1.985 -1.892
H -5.566 0.531 -1.793
H -3.998 0.609 -1.886
H -3.855 2.684 -4.214
H -3.939 1.576 -5.568
H -2.836 1.246 -4.409
H -5.966 1.588 -3.967
H -4.593 -1.150 -4.314
H -5.901 -0.382 -5.148
H -7.355 -2.123 -4.866
H -7.851 -2.317 -3.271
H -6.255 -3.059 -3.713
N -1.448 -2.220 5.000
O -0.753 -3.246 5.080
O -2.519 -2.261 4.432
O -1.074 -1.159 5.534
As 2.533 2.137 6.252
F 3.860 1.080 5.765
F 1.483 1.513 4.996
F 1.221 3.222 6.974
F 3.613 2.765 7.523
F 3.044 3.607 5.234
F 2.082 0.849 7.450
As 5.299 -2.155 2.768
F 6.402 -2.837 1.501
F 6.306 -2.943 4.037
F 4.064 -1.611 3.966
F 4.361 -1.324 1.504
F 4.212 -3.626 2.633
F 6.242 -0.635 2.979
As 4.254 -2.106 -2.917
F 3.084 -2.676 -1.744
F 4.864 -3.761 -3.013
F 5.391 -1.317 -3.999
F 3.575 -0.452 -2.631
F 5.432 -1.955 -1.569
F 3.024 -2.293 -4.171
C -3.252 4.615 -1.587
O -2.046 4.691 -0.844
O -4.112 3.777 -0.871
C -3.775 6.073 -2.049
F -4.044 6.902 -1.002
F -2.941 6.662 -2.918
F -4.894 5.902 -2.635
C -0.794 5.191 -1.344
C 0.210 5.086 -0.162
H 0.475 4.061 0.098
H 1.163 5.531 -0.444
H -0.050 5.659 0.728
H -0.890 6.257 -1.550
H -0.429 4.610 -2.191
H -2.936 4.058 -2.469
C -1.166 -0.200 -0.695
O -0.418 -0.061 0.540
O -2.510 0.116 -0.381
C -0.358 0.453 -1.933
F -0.153 1.794 -1.643
F 0.857 -0.084 -2.222
F -1.095 0.426 -3.047
C -0.184 -1.167 1.405
C 0.858 -0.727 2.428
H 1.568 -1.505 2.710
H 1.466 0.097 2.054
H 0.358 -0.412 3.343
H 0.210 -2.059 0.919
H -1.070 -1.403 1.996
H -1.170 -1.259 -0.950
C -1.837 -4.398 -4.743
O -1.142 -4.989 -3.662
O -2.545 -5.447 -5.368
C -2.612 -3.110 -4.375
F -1.919 -1.975 -4.552
F -3.603 -2.957 -5.258
F -3.218 -2.912 -3.152
C -0.303 -4.084 -2.922
C 0.935 -4.782 -2.313
H 1.768 -4.858 -3.013
H 1.295 -4.213 -1.456
H 0.752 -5.791 -1.944
H -0.940 -3.841 -2.072
H 0.025 -3.186 -3.446
H -1.014 -4.178 -5.422
*
```

The gap between HOMO and LUMO comes out at 5.6 eV.

Here are the Mulliken charges for atoms 1 to 99, given in e: atom 1 (C): -1.710, atom 2 (C): 1.505, atom 3 (C): -1.232, atom 4 (O): 0.167, atom 5 (C): -0.657, atom 6 (N): 0.546, atom 7 (H): 0.266, atom 8 (H): -0.676, atom 9 (H): 0.432, atom 10 (H): 0.369, atom 11 (H): 0.473, atom 12 (H): 0.324, atom 13 (H): -0.232, atom 14 (H): 0.380, atom 15 (H): 0.418, atom 16 (H): 0.348, atom 17 (H): 0.397, atom 18 (H): -0.131, atom 19 (C): -1.374, atom 20 (C): 0.346, atom 21 (C): -0.510, atom 22 (O): -0.420, atom 23 (C): -0.495, atom 24 (N): 1.145, atom 25 (H): -0.284, atom 26 (H): -0.555, atom 27 (H): 0.456, atom 28 (H): 0.509, atom 29 (H): 0.072, atom 30 (H): 0.380, atom 31 (H): 0.405, atom 32 (H): 0.036, atom 33 (H): 0.682, atom 34 (H): 0.346, atom 35 (H): 0.355, atom 36 (H): -0.060, atom 37 (C): -1.149, atom 38 (C): 1.487, atom 39 (C): -1.010, atom 40 (O): -0.062, atom 41 (C): -0.832, atom 42 (N): 0.664, atom 43 (H): 0.541, atom 44 (H): 0.076, atom 45 (H): 0.020, atom 46 (H): 0.459, atom 47 (H): 0.206, atom 48 (H): -0.097, atom 49 (H): -0.792, atom 50 (H): 0.519, atom 51 (H): 0.400, atom 52 (H): 0.122, atom 53 (H): 0.345, atom 54 (H): 0.340, atom 55 (C): -1.576, atom 56 (C): 0.451, atom 57 (C): -0.612, atom 58 (O): -0.316, atom 59 (C): -0.774, atom 60 (N): 0.763, atom 61 (H): 0.268, atom 62 (H): -0.398, atom 63 (H): 0.516, atom 64 (H): 0.336, atom 65 (H): 0.444, atom 66 (H): 0.352, atom 67 (H): 0.254, atom 68 (H): 0.478, atom 69 (H): 0.193, atom 70 (H): 0.252, atom 71 (H): 0.274, atom 72 (H): 0.321, atom 73 (C): -1.285, atom 74 (C): 0.211, atom 75 (C): -0.599, atom 76 (O): -0.297, atom 77 (C): -0.819, atom 78 (N): 0.321, atom 79 (H): 0.462, atom 80 (H): 0.349, atom 81 (H): -0.802, atom 82 (H): 0.035, atom 83 (H): 0.485, atom 84 (H): 0.514, atom 85 (H): 0.483, atom 86 (H): -0.011, atom 87 (H): 0.793, atom 88 (H): 0.245, atom 89 (H): 0.447, atom 90 (H): 0.208, atom 91 (C): -1.220, atom 92 (C): 0.247, atom 93 (C): -0.641, atom 94 (O): -0.379, atom 95 (C): -0.783, atom 96 (N): 0.556, atom 97 (H): 0.280, atom 98 (H): 0.579, atom 99 (H): -0.605